{
  "formula": "C4H8OS4",
  "method": "the ωB97M-V functional and the def2-TZVPD basis",
  "species": ["C", "C", "C", "C", "O", "S", "S", "S", "S", "H", "H", "H", "H", "H", "H", "H", "H"],
  "positions_angstrom": [[1.0902, -0.0196, -0.1627], [-3.1014, 0.1463, 0.1291], [-1.8703, -0.1397, -0.6665], [2.2794, -0.6883, 0.4685], [-3.0716, 1.2595, 0.8786], [1.1537, 1.1351, -1.3327], [3.5677, -1.4077, -0.6456], [3.0393, 0.4743, 1.6805], [-0.4250, -0.8098, 0.2644], [-3.3959, -0.7364, 0.6930], [-3.9784, 0.2518, -0.6706], [-1.4826, 0.7652, -1.1052], [-2.0579, -0.7709, -1.4555], [2.0731, -1.6743, 1.0535], [-2.4020, 1.8359, 0.6598], [4.4541, -0.3768, -0.6913], [4.1276, 0.7555, 0.9028]],
  "atomic_forces_ev_per_a": [[-1.4, 0.1, -2.1], [-2.1, -1.5, -2.8], [1.9, 1.6, 1.2], [1.1, -1.6, 1.4], [-2.2, -0.3, 2.7], [0.4, -0.3, 0.8], [-0.2, 0.5, -0.1], [0.5, -0.2, -0.4], [0.0, -0.6, 0.9], [0.0, 0.1, 0.5], [1.6, -0.3, 1.2], [0.1, 0.6, -0.3], [-0.4, -1.7, -1.7], [-0.4, 2.0, -0.8], [2.3, 1.8, -0.9], [-0.6, -0.3, -0.1], [-0.6, 0.1, 0.5]],
  "nbo_charge": [-0.32, -0.05, -0.54, -0.57, -0.70, 0.00, 0.03, 0.03, 0.31, 0.18, 0.15, 0.24, 0.23, 0.28, 0.47, 0.12, 0.13],
  "largest_force_ev_per_a": 3.84,
  "mol_weight_da": 200.38,
  "charge": 0,
  "homo_ev": -9.0,
  "smiles": "OCCSC(=S)C(S)S"
}